# 1
The following is a DFT calculation (ωB97M-V with the def2-TZVPD basis set) of a molecular structure, C25H33AlBI2N10 at a distorted geometry.

Structure (XYZ):
```
72
Properties=species:S:1:pos:R:3:forces:R:3
Al 0.8742 -0.2021 0.0697 0.3 -1.1 -0.2
C -0.0064 1.4998 3.1160 -0.4 -0.6 -1.1
C -0.9730 1.3468 1.9603 1.8 -0.4 -1.0
C -2.3097 1.8363 1.8998 -0.5 0.3 -0.2
C -2.8218 1.5060 0.6542 0.5 -0.6 -0.9
N -1.8017 0.9645 -0.0668 -1.6 0.6 1.9
N -0.6840 0.8127 0.7664 0.2 0.5 1.0
B -1.6891 0.6383 -1.5701 1.0 -0.7 -1.1
N -1.3031 -0.8662 -1.7521 0.1 -1.1 0.9
C -2.0802 -1.8697 -2.2395 0.1 -0.2 0.5
C -1.4164 -3.0565 -2.0963 0.7 -0.6 0.4
C -0.1978 -2.7923 -1.4121 -0.1 1.6 -0.7
C 0.9700 -3.6810 -1.1199 -0.2 0.1 0.6
N -0.1378 -1.4621 -1.1946 -0.8 0.8 -0.3
N -0.3804 1.4287 -2.0670 1.8 0.4 0.8
C -0.1590 2.3892 -2.9933 0.8 0.2 0.6
C 1.2075 2.5419 -3.1899 0.3 0.1 -0.8
C 1.8530 1.5791 -2.3841 -0.1 0.3 0.1
C 3.3069 1.0793 -2.4184 -2.1 0.7 0.0
N 0.9328 1.0274 -1.6007 -1.8 -1.3 0.2
N -2.9472 0.9077 -2.3174 0.6 -0.1 -0.6
C -3.0491 0.6297 -3.6702 -0.9 0.9 -0.6
C -3.9198 1.5387 -4.2091 -0.6 0.9 0.8
C -4.2684 2.4398 -3.1099 -0.1 -1.2 -0.3
C -5.1528 3.6570 -3.1086 1.3 0.7 0.7
N -3.7165 1.9996 -2.0052 0.7 0.7 0.2
H -0.5820 1.7295 3.9913 -0.1 0.0 0.6
H 0.6074 0.6028 3.2372 -0.2 -0.1 0.0
H 0.6903 2.3163 2.9472 0.0 0.3 -0.2
H -2.7628 2.5051 2.5995 -0.3 -0.1 0.5
H -3.8422 1.6406 0.2759 0.8 0.1 -0.2
H -3.1066 -1.7586 -2.5707 0.4 0.4 -0.1
H -1.7244 -4.0322 -2.4331 -0.1 0.1 0.0
H 0.6707 -4.7182 -1.1815 0.0 -0.2 -0.2
H 1.8011 -3.5047 -1.8096 -0.2 0.0 -0.1
H 1.3379 -3.5035 -0.0951 -0.2 0.0 -0.5
H -0.9255 3.0356 -3.3792 -0.4 -0.3 -0.2
H 1.7231 3.2372 -3.8696 -0.6 -0.5 0.4
H 3.4751 0.6248 -3.3815 0.1 -0.1 -0.4
H 3.9834 1.8897 -2.2685 0.6 0.5 0.1
H 3.4079 0.3262 -1.6733 0.4 -0.5 0.6
H -2.5374 -0.1555 -4.2127 0.1 0.0 0.5
H -4.4101 1.5917 -5.1812 0.6 -0.2 0.2
H -4.9548 4.2087 -4.0187 -0.4 0.0 -0.4
H -6.1930 3.4085 -2.9818 -0.4 0.0 -0.2
H -4.8465 4.3886 -2.3076 -0.3 -1.0 -0.5
I 0.9604 4.9446 0.1571 -0.2 0.7 0.0
I 0.9460 7.4926 1.0558 0.0 -0.6 -0.2
N 3.7153 -0.0881 0.9484 -0.8 0.2 -0.4
C 4.7644 0.7152 1.0564 0.0 1.2 0.3
C 4.2759 2.0419 1.0434 1.1 -0.8 0.5
C 2.9089 1.9530 0.9808 -0.2 -1.2 -1.3
N 2.5482 0.6596 0.8198 0.3 -0.8 0.3
H 3.7559 -1.1189 0.9013 -0.6 0.9 0.2
H 5.7850 0.3493 1.1987 -0.5 0.1 -0.2
H 4.8823 2.9179 1.0845 0.1 0.4 0.2
H 2.1570 2.7241 0.8623 0.3 -0.2 0.2
C -0.1677 -2.7097 4.4070 -0.6 0.9 0.3
C 0.8056 -3.3990 3.4463 0.6 -0.1 0.1
C 2.1677 -3.5994 4.1524 0.6 0.6 0.4
C 0.1848 -4.7227 2.9815 0.7 -0.5 -0.8
C 1.0207 -2.5194 2.2908 -0.4 2.2 -2.1
C 1.0472 -1.7053 1.3472 0.3 -1.0 1.9
H -0.4353 -3.3817 5.2399 0.3 0.3 -0.2
H -1.1196 -2.4312 3.9191 0.4 -0.3 -0.1
H 0.2334 -1.7379 4.7844 0.0 -0.9 0.0
H 2.0381 -4.2469 5.0234 0.0 -0.2 -0.2
H 2.5605 -2.6300 4.5749 -0.5 -0.8 -0.6
H 2.9620 -4.0069 3.4890 -0.7 0.1 0.4
H 0.1034 -5.4360 3.7841 0.1 -0.1 0.6
H 0.7837 -5.2395 2.1837 -0.5 0.6 0.6
H -0.8259 -4.5506 2.6390 -0.2 0.1 -0.4
```
Positions in Å, forces in eV/Å.

- HOMO (spin up / spin down) (eV) = -13.93 / -13.92
- charge = +2
- max |F| (hartree/bohr) = 0.05926
- spin multiplicity = 2
- frontier orbital gap (spin up / spin down) (hartree) = 0.27666 / 0.12385

Which charges does Löwdin predict for the atoms? In e, they are:
1. Al 0.26
2. C 0.04
3. C -0.18
4. C 0.14
5. C 0.06
6. N 0.16
7. N 0.12
8. B -0.65
9. N 0.08
10. C -0.03
11. C 0.04
12. C -0.24
13. C 0.00
14. N 0.07
15. N 0.10
16. C -0.03
17. C 0.01
18. C -0.27
19. C 0.03
20. N 0.07
21. N -0.01
22. C -0.07
23. C 0.02
24. C -0.31
25. C -0.02
26. N 0.10
27. H 0.09
28. H 0.09
29. H 0.09
30. H 0.14
31. H 0.15
32. H 0.14
33. H 0.12
34. H 0.09
35. H 0.10
36. H 0.05
37. H 0.14
38. H 0.13
39. H 0.10
40. H 0.08
41. H 0.04
42. H 0.13
43. H 0.12
44. H 0.08
45. H 0.08
46. H 0.10
47. I 0.11
48. I 0.15
49. N 0.05
50. C -0.03
51. C -0.01
52. C -0.14
53. N -0.02
54. H 0.18
55. H 0.15
56. H 0.11
57. H -0.04
58. C -0.06
59. C -0.63
60. C -0.05
61. C -0.04
62. C -0.08
63. C -0.02
64. H 0.10
65. H 0.09
66. H 0.09
67. H 0.09
68. H 0.10
69. H 0.09
70. H 0.08
71. H 0.10
72. H 0.08

# 2
The following is a DFT calculation (ωB97M-V with the def2-TZVPD basis set) of a molecular structure, C26H20N2O2SSbSe4W at a distorted geometry.

Structure (XYZ):
```
57
Properties=species:S:1:pos:R:3:forces:R:3
W 1.9070 0.5936 1.2180 -0.1 0.4 1.1
Se 3.7872 5.0403 1.9036 0.2 0.5 0.0
Sb 2.7917 2.9565 1.7808 0.2 -0.5 -0.1
Se 1.4165 1.9297 3.5187 -0.3 0.1 -0.1
Se 2.0720 1.7208 -0.9623 0.0 0.2 -0.2
Se 4.1857 0.1753 1.7126 -0.4 0.0 -0.1
C 2.9319 -0.9787 -6.1371 0.0 0.0 -0.1
C 2.3655 -1.0942 -4.7503 0.0 0.0 0.0
C 1.0051 -0.9410 -4.5131 0.0 0.0 0.0
C 0.4847 -1.0360 -3.2320 -0.1 0.0 0.0
C 1.3371 -1.2698 -2.1654 0.0 0.0 0.1
C 2.7008 -1.4235 -2.3784 0.0 0.1 0.0
C 3.1999 -1.3447 -3.6653 0.0 0.0 0.0
S 0.7446 -1.4729 -0.4924 0.4 -0.2 0.1
O 1.9936 -1.3958 0.3285 0.0 -0.6 -0.7
O 0.0245 -2.7131 -0.4874 -0.1 0.1 0.0
N 0.0092 -0.2179 0.1177 0.2 0.2 -0.3
C -1.1101 0.3653 -0.4626 0.0 -0.1 0.2
C -2.0476 -0.3289 -1.1954 0.0 -0.1 0.0
C -3.1528 0.3182 -1.7727 -0.1 0.1 0.0
C -3.3572 1.6592 -1.6062 0.0 -0.1 0.0
C -2.4574 2.3910 -0.8022 -0.1 0.1 0.0
C -2.6288 3.7697 -0.5326 0.0 0.1 0.0
C -1.7699 4.4154 0.3023 0.1 -0.1 0.0
C -0.7278 3.6677 0.8958 0.0 -0.2 -0.1
N -0.5203 2.4044 0.6422 -0.1 0.1 0.2
C -1.3509 1.7502 -0.2108 0.1 0.1 0.1
H 2.1439 -0.8194 -6.8725 0.0 0.0 0.0
H 3.4787 -1.8811 -6.4167 0.0 0.0 0.0
H 3.6287 -0.1411 -6.2034 0.0 0.0 0.0
H 0.3370 -0.7392 -5.3419 0.0 0.0 0.0
H -0.5764 -0.9050 -3.0782 0.1 0.0 0.0
H 3.3597 -1.5647 -1.5342 0.0 0.0 0.0
H 4.2659 -1.4555 -3.8270 0.0 0.0 0.0
H -1.9404 -1.3997 -1.3189 0.0 0.0 0.0
H -3.8508 -0.2720 -2.3534 0.0 0.0 0.0
H -4.2037 2.1625 -2.0562 0.0 0.0 0.0
H -3.4584 4.2942 -0.9927 0.0 0.0 0.0
H -1.8822 5.4656 0.5313 0.0 0.0 0.0
H -0.0640 4.1366 1.6183 0.0 0.0 0.0
C -3.2367 -1.0357 3.8487 0.0 0.0 0.0
C -2.7535 0.0729 3.1213 0.0 0.0 0.0
C -1.4389 0.1355 2.7628 0.2 0.1 -0.1
C -0.5092 -0.8865 3.0849 0.0 0.1 0.0
C 0.8685 -0.8347 2.6763 0.0 0.0 -0.1
C 1.6739 -1.8572 3.1324 0.0 0.2 -0.1
C 1.1985 -2.9212 3.9235 0.0 -0.1 0.0
C -0.1169 -3.0022 4.2622 0.0 0.1 0.0
C -1.0000 -1.9769 3.8506 0.0 -0.1 0.0
C -2.3714 -2.0272 4.2072 -0.1 0.0 0.0
H -4.2820 -1.0904 4.1284 0.0 0.0 0.0
H -3.4246 0.8800 2.8522 0.0 0.0 0.0
H -1.0598 0.9991 2.2363 -0.1 -0.1 0.1
H 2.7136 -1.8682 2.8498 0.1 -0.1 0.0
H 1.8897 -3.6967 4.2328 0.0 0.0 0.0
H -0.5042 -3.8335 4.8406 0.0 0.0 0.0
H -2.7189 -2.8795 4.7818 0.0 0.0 0.0
```
Positions in Å, forces in eV/Å.

- HOMO (eV) = -3.92
- charge = -1
- max |F| (hartree/bohr) = 0.02377
- frontier orbital gap (hartree) = 0.20503

Which charges does Löwdin predict for the atoms? In e, they are:
1. W 0.48
2. Se -0.08
3. Sb 0.12
4. Se 0.16
5. Se 0.08
6. Se 0.10
7. C -0.06
8. C -0.27
9. C -0.04
10. C -0.05
11. C -0.31
12. C -0.08
13. C -0.03
14. S 0.61
15. O -0.56
16. O -0.26
17. N -0.26
18. C -0.27
19. C -0.04
20. C -0.08
21. C -0.05
22. C -0.15
23. C -0.02
24. C -0.05
25. C -0.16
26. N 0.01
27. C -0.20
28. H 0.07
29. H 0.08
30. H 0.08
31. H 0.11
32. H 0.10
33. H 0.11
34. H 0.12
35. H 0.11
36. H 0.10
37. H 0.10
38. H 0.11
39. H 0.10
40. H 0.08
41. C -0.10
42. C -0.08
43. C -0.09
44. C -0.20
45. C -0.32
46. C -0.16
47. C -0.09
48. C -0.06
49. C -0.17
50. C -0.06
51. H 0.09
52. H 0.10
53. H 0.04
54. H 0.02
55. H 0.10
56. H 0.10
57. H 0.10

# 3
The following is a DFT calculation (ωB97M-V with the def2-TZVPD basis set) of C5H6Cl3N2P in the gas phase at a distorted geometry.

Structure (XYZ):
```
17
Properties=species:S:1:pos:R:3:forces:R:3
C 0.6924 1.8161 0.8363 -0.1 0.5 -0.3
C 0.7149 0.8435 1.8894 0.0 0.6 0.1
C 0.9219 1.5862 -0.4810 0.1 -0.5 0.1
C -1.7083 -0.7712 -0.3297 0.0 0.1 0.1
C -0.6719 -1.7088 -0.9238 0.5 0.1 0.2
N 0.7829 -0.3962 1.9769 0.3 -1.6 -1.8
N 1.2141 0.4493 -1.1300 -0.2 -0.4 0.1
P 0.9914 -1.0022 -0.5363 -1.3 1.6 1.8
Cl 0.6170 1.6386 3.4891 0.0 -0.1 0.1
Cl 0.9131 2.9538 -1.5417 0.0 0.4 -0.1
Cl 2.3073 -2.1746 -1.3721 0.8 -0.9 -0.3
H 0.5671 2.8366 1.1519 0.0 0.1 0.0
H -2.7187 -1.1432 -0.4914 0.0 -0.1 0.0
H -1.5330 -0.6667 0.7411 -0.1 0.0 0.0
H -1.6289 0.2151 -0.7817 -0.1 0.1 0.0
H -0.7328 -1.7706 -2.0139 0.1 -0.1 0.1
H -0.7285 -2.7056 -0.4830 0.1 0.0 -0.1
```
Positions in Å, forces in eV/Å.

- HOMO (spin up / spin down) (eV) = -8.58 / -8.85
- max |F| (hartree/bohr) = 0.05422
- frontier orbital gap (spin up / spin down) (hartree) = 0.26074 / 0.25908

Which charges does Löwdin predict for the atoms? In e, they are:
1. C -0.23
2. C -0.88
3. C -0.85
4. C -0.15
5. C -0.37
6. N 0.06
7. N -0.24
8. P 0.52
9. Cl 0.62
10. Cl 0.69
11. Cl 0.39
12. H 0.07
13. H 0.08
14. H 0.06
15. H 0.07
16. H 0.09
17. H 0.08

ΔE to the lowest compared entry with this formula, charge and spin, respectively: 0.0, 162.9, 214.3 kJ/mol.